[1]
332
Properties=species:S:1:pos:R:3 method="wB97M-V/def2-TZVPD" homo_lumo_gap_ev=8.458 e_lumo_ev=0.24 total_energy_ha=-8865.18638 e_homo_ev=-8.21
C 15.7121 23.8027 18.3673
C 16.8930 24.8090 18.6709
O 18.1545 24.2131 18.6501
O 15.5816 22.7965 19.4368
H 15.7807 23.2220 17.4382
H 14.8291 24.4586 18.3663
H 16.5836 25.3719 19.5628
H 16.8950 25.4941 17.7854
H 18.4939 24.0870 19.6083
H 15.9687 21.9970 19.0690
C 19.2905 16.1631 17.9370
C 20.2645 16.8400 16.9275
O 20.4030 18.2469 17.1728
O 19.6944 16.5215 19.2554
H 19.2056 15.0653 17.7162
H 18.2605 16.4445 17.7070
H 19.8951 16.6914 15.8970
H 21.2915 16.3930 16.9011
H 19.5783 18.6187 17.3751
H 19.5481 17.4828 19.4813
C 24.9732 25.9281 15.4197
C 23.8084 26.7737 15.0345
O 22.6592 26.0365 14.6807
O 25.3172 25.1612 14.2385
H 24.7458 25.2437 16.2096
H 25.8364 26.5882 15.7204
H 24.1591 27.4705 14.2156
H 23.4794 27.3078 15.9026
H 22.7657 25.5081 13.8579
H 25.8461 24.4589 14.5441
C 21.2133 18.7316 23.6085
C 21.5964 20.0869 24.1117
O 21.2163 21.0147 23.0841
O 19.8425 18.7675 23.2770
H 21.5188 18.0002 24.3770
H 21.7120 18.4361 22.6890
H 22.6485 20.2237 24.2731
H 21.0636 20.2671 25.0174
H 20.4322 20.6403 22.6425
H 19.4089 18.8748 24.1602
C 18.9714 21.4595 26.3128
C 18.1641 20.2145 26.3568
O 18.9105 19.0953 25.8117
O 19.0208 21.8916 24.9086
H 19.9403 21.3716 26.7912
H 18.3785 22.1167 26.9455
H 17.2342 20.3320 25.8514
H 18.0544 19.9445 27.4201
H 18.2627 18.3363 25.8608
H 19.8926 21.8176 24.5256
C 16.3408 16.7678 25.0099
C 17.1246 15.8838 24.0893
O 17.4568 14.7219 24.7917
O 17.1860 17.0688 26.1160
H 15.4424 16.2108 25.3882
H 16.0207 17.6569 24.5066
H 18.0580 16.4572 23.8443
H 16.5912 15.6721 23.1549
H 18.4599 14.5868 24.8984
H 17.4630 16.1600 26.4388
C 19.2799 20.5604 18.9950
C 19.1503 20.1094 20.4046
O 19.7634 18.8252 20.4543
O 18.5327 19.6832 18.1714
H 20.3337 20.4459 18.7117
H 18.9682 21.5987 18.9314
H 18.1375 20.0818 20.8224
H 19.6672 20.8331 21.0290
H 19.6348 18.4425 21.3264
H 17.5427 19.6606 18.3343
C 17.4800 23.5209 22.5704
C 18.7151 24.3764 22.7908
O 18.6835 25.3319 21.7419
O 17.6651 22.7780 21.2978
H 16.6315 24.1662 22.3939
H 17.2658 22.8518 23.4358
H 19.6617 23.8093 22.7221
H 18.7038 24.7025 23.8417
H 19.5371 25.7690 21.7441
H 16.8505 22.8652 20.7493
C 14.6146 21.0550 24.2744
C 15.5093 20.5065 23.1850
O 14.9934 19.2567 22.7775
O 13.3442 21.3528 23.6114
H 14.9121 21.9691 24.8397
H 14.4549 20.3149 25.0380
H 16.5704 20.2620 23.4915
H 15.4388 21.2528 22.3381
H 14.5939 19.3910 21.9151
H 12.7792 21.8070 24.2334
C 28.9852 21.2298 20.6501
C 28.1255 22.4969 20.5397
O 26.7606 22.0906 20.2835
O 29.2769 20.4613 19.5374
H 28.6080 20.5907 21.3969
H 29.9565 21.4971 21.0400
H 28.4901 23.2490 19.7468
H 28.3248 22.9589 21.4991
H 26.7338 21.2395 19.7755
H 28.5486 19.8760 19.3739
O 16.8145 24.3359 11.5509
P 17.2572 23.1016 12.2189
N 18.8860 22.7245 11.8964
C 19.7996 23.8873 11.9352
C 19.4520 21.3825 11.8463
N 16.5463 21.6933 11.6772
C 16.8387 21.1793 10.3212
C 15.1183 21.4675 11.9930
N 16.9850 23.3196 13.8370
C 16.4209 24.5836 14.3162
C 17.8916 22.7008 14.7722
H 20.1750 23.9385 12.9643
H 19.1823 24.7292 11.6057
H 20.6849 23.7672 11.2495
H 19.7524 21.0834 10.8190
H 18.7474 20.6897 12.2570
H 20.4001 21.3780 12.4455
H 16.9618 20.1064 10.3107
H 16.0357 21.4743 9.5995
H 17.7204 21.5640 9.8772
H 14.8258 21.7474 12.9823
H 14.4616 21.8446 11.2440
H 15.0881 20.3883 12.0255
H 15.9223 25.0426 13.4878
H 15.7869 24.4791 15.2174
H 17.2808 25.2134 14.6718
H 18.9495 23.0924 14.7254
H 17.8417 21.5655 14.6153
H 17.6101 22.9203 15.8041
O 26.5301 19.5557 19.1823
P 25.2311 19.3234 18.5009
N 24.0765 18.7884 19.5260
C 23.9172 19.4136 20.7692
C 23.0166 17.7911 19.2407
N 25.4227 18.2041 17.2334
C 26.2386 16.9657 17.3049
C 24.4646 18.2722 16.1492
N 24.6415 20.7061 17.8392
C 25.6316 21.6277 17.1801
C 23.2883 21.1955 17.9238
H 24.1833 18.7949 21.6154
H 22.8528 19.7409 20.9503
H 24.5177 20.3417 20.9498
H 22.8762 17.1257 20.0761
H 23.2960 17.2683 18.3339
H 22.0017 18.2398 18.9535
H 25.6442 16.0386 17.5463
H 26.7560 16.8358 16.3905
H 26.9462 17.1149 18.1297
H 23.4625 17.8797 16.3720
H 24.2883 19.2490 15.7303
H 24.9002 17.6695 15.2572
H 25.1595 22.6862 17.1639
H 26.4643 21.7282 17.8521
H 25.9314 21.3437 16.1867
H 22.9023 21.2454 16.9059
H 23.3235 22.2531 18.3130
H 22.6275 20.5398 18.5281
O 21.3147 26.7888 20.8663
P 22.4845 25.9100 20.6337
N 22.0899 24.3835 19.8896
C 21.8792 24.4453 18.4193
C 21.0602 23.6108 20.5281
N 23.0823 25.3353 22.0575
C 23.8078 24.1263 22.2942
C 23.1555 26.3229 23.1433
N 23.5784 26.6665 19.6846
C 23.4032 27.9352 19.0445
C 24.9005 26.0551 19.6029
H 22.8702 24.5060 17.9782
H 21.2771 25.2516 18.1301
H 21.4821 23.4727 18.1528
H 21.0949 22.5322 20.2291
H 20.0933 24.0231 20.3454
H 21.1950 23.6386 21.6120
H 23.1436 23.3179 22.6306
H 24.3837 23.8153 21.3914
H 24.5497 24.3177 23.0558
H 22.4570 26.1153 23.9690
H 24.1993 26.4603 23.3806
H 22.7984 27.2790 22.7024
H 23.1567 27.7872 17.9919
H 22.5678 28.4226 19.4677
H 24.2881 28.5617 19.1889
H 24.8633 25.1969 18.9159
H 25.1475 25.6839 20.5953
H 25.6799 26.7781 19.3262
O 10.1378 15.1129 23.1577
P 11.4317 14.6328 22.7196
N 11.4740 14.0322 21.1928
C 10.7322 12.7252 20.9385
C 11.1997 15.0018 20.1644
N 11.9035 13.3491 23.7075
C 13.1438 12.6473 23.3652
C 11.1058 12.6648 24.6700
N 12.5430 15.8684 22.7625
C 12.3827 16.7715 23.8772
C 13.9476 15.8231 22.4237
H 11.0106 12.3685 19.9794
H 9.6225 12.9788 20.9628
H 10.9434 12.0431 21.7430
H 10.2331 14.7784 19.7395
H 12.0513 14.9866 19.4809
H 11.1407 16.0170 20.5792
H 13.0237 11.5377 23.2339
H 13.5435 13.0999 22.4234
H 13.8812 12.8895 24.1188
H 11.5857 12.6003 25.6478
H 10.0916 13.0989 24.7383
H 10.8282 11.6793 24.3112
H 12.9998 16.4291 24.7350
H 12.7478 17.7916 23.6009
H 11.3891 16.8169 24.2660
H 14.2913 15.2808 21.5666
H 14.4410 15.5068 23.3620
H 14.3099 16.8356 22.1248
O 15.7249 20.0810 18.6963
P 14.4921 19.2443 18.5883
N 14.6876 17.6585 18.3927
C 15.4021 16.8807 19.3877
C 14.2805 16.8652 17.2195
N 13.6599 19.8598 17.3346
C 14.3628 20.0632 16.1303
C 12.3064 19.4684 17.1199
N 13.5536 19.3608 19.9504
C 13.0516 20.7377 20.2504
C 12.6203 18.3065 20.4276
H 15.5450 17.4389 20.4128
H 16.4644 16.6475 19.0215
H 14.9062 15.9282 19.4891
H 15.0629 16.1782 16.9799
H 14.1212 17.5921 16.3987
H 13.3769 16.2805 17.4098
H 15.4244 20.2593 16.3455
H 14.3015 19.1920 15.3793
H 13.9651 20.9483 15.6370
H 12.0446 18.9211 18.0481
H 11.6139 20.3233 16.8777
H 12.2296 18.7948 16.2698
H 12.1520 21.0580 19.6426
H 12.7639 20.7454 21.3233
H 13.8373 21.5183 20.0459
H 11.6075 18.5605 20.1190
H 12.7395 18.2642 21.4979
H 12.9429 17.3027 20.1739
O 16.4640 14.2454 18.0689
P 16.6064 12.9029 18.7080
N 17.3735 11.6281 17.9283
C 16.9240 11.2214 16.6095
C 18.7861 11.3889 18.0534
N 15.1540 12.2673 18.8275
C 13.9686 13.1066 18.7170
C 14.8631 10.9425 19.3875
N 17.4571 13.0347 20.1191
C 17.4995 14.3589 20.7453
C 17.4438 11.9689 21.1034
H 17.4331 11.7587 15.7903
H 15.8566 11.3359 16.5351
H 17.1740 10.1507 16.4660
H 19.3441 11.8303 17.1975
H 19.2068 10.3535 18.1509
H 19.2188 11.9650 18.9095
H 13.2746 12.5426 18.1522
H 13.6328 13.2627 19.7726
H 14.2258 14.0417 18.2900
H 14.2334 10.3075 18.7558
H 15.8042 10.4414 19.5877
H 14.2977 11.0364 20.3151
H 18.2899 14.2715 21.4766
H 17.7441 15.0907 20.0145
H 16.5666 14.3980 21.2704
H 18.1689 12.1592 21.8703
H 17.4432 10.9116 20.6781
H 16.5027 11.9702 21.6555
O 20.0419 14.3413 24.7918
P 20.8532 13.5639 23.8601
N 20.8467 14.2666 22.3109
C 21.0669 15.6915 22.2002
C 20.8979 13.4947 21.0006
N 20.1513 12.0391 23.5776
C 18.8137 11.9818 24.1706
C 20.8969 10.7542 23.1951
N 22.4228 13.3384 24.2659
C 22.6876 12.7899 25.5808
C 23.5519 13.9550 23.5548
H 22.0973 16.0144 22.2433
H 20.4664 16.2031 22.9382
H 20.7844 15.9453 21.1698
H 20.3056 14.0807 20.2766
H 20.3280 12.5512 21.1411
H 21.9382 13.3757 20.5784
H 18.7302 11.8377 25.3312
H 18.2723 12.8510 23.9329
H 18.2898 11.1824 23.6784
H 21.9224 11.0609 22.8325
H 20.9420 10.1188 24.0849
H 20.4327 10.2338 22.3435
H 23.4863 12.0265 25.4286
H 23.0610 13.4886 26.3155
H 21.8550 12.3183 26.0252
H 23.2893 14.2699 22.5420
H 24.3502 13.1620 23.3844
H 23.9183 14.8115 24.1030
O 14.8387 17.7315 13.5514
P 15.7132 16.7570 12.9017
N 15.9340 15.3507 13.7792
C 14.6960 14.9012 14.4147
C 16.9808 14.2986 13.6335
N 17.3623 17.1439 12.7638
C 17.8098 17.9165 11.6629
C 17.9972 17.6692 14.0585
N 15.2402 16.5027 11.3820
C 13.9007 16.9404 10.9851
C 15.7303 15.2661 10.7883
H 14.0663 15.7758 14.6082
H 14.8456 14.4736 15.4061
H 14.1643 14.1762 13.7982
H 17.2410 13.9819 14.5879
H 17.8914 14.7268 13.2244
H 16.5702 13.5469 13.0110
H 18.8359 17.7455 11.5087
H 17.2875 17.5586 10.7420
H 17.5597 18.9486 11.8128
H 17.6494 17.1238 14.9226
H 19.0656 17.5411 13.9192
H 17.8419 18.7736 14.0811
H 13.8839 17.0834 9.8827
H 13.0770 16.2279 11.1684
H 13.7021 17.9271 11.4823
H 15.1427 14.4219 11.1685
H 16.7452 15.0858 11.0120
H 15.5686 15.2552 9.7036

[2]
134
Properties=species:S:1:pos:R:3 method="wB97M-V/def2-TZVPD" s2=0.77 homo_lumo_gap_ev="4.425 / 3.524" e_lumo_ev="-1.33 / -2.23" total_energy_ha=-13685.89349 e_homo_ev="-5.76 / -5.75" spin_multiplicity=2
Fe 1.4184 -1.0560 -0.2609
Se 2.7905 -0.4184 1.3415
Se 4.8879 -1.0851 1.4496
Te 4.5655 -3.3227 -0.3877
Se 2.1650 -3.1883 -0.3529
Te -0.2403 3.9375 -0.9284
C -2.3030 4.4316 -1.2866
C -3.1603 4.8664 -0.2848
C -4.4949 5.0832 -0.6033
N -4.9982 4.9184 -1.8225
C -4.1684 4.5196 -2.7818
C -2.8215 4.2603 -2.5666
C -0.6156 1.9326 -0.3328
P -1.2734 1.4247 1.2322
C -3.0080 0.9024 0.8446
C -3.6133 -0.1385 1.5407
C -4.9800 -0.3667 1.4320
C -5.7563 0.4547 0.6302
C -5.1541 1.4690 -0.1018
C -3.7871 1.6794 -0.0109
C -1.7355 2.9470 2.1400
C -3.0049 3.1318 2.6946
C -3.2888 4.2565 3.4549
C -2.3103 5.2110 3.6892
C -1.0379 5.0274 3.1675
C -0.7503 3.8999 2.4134
P 0.7981 1.0061 -0.9585
C 0.4059 1.1229 -2.7625
C -0.9426 1.1983 -3.1157
C -1.3338 1.2669 -4.4440
C -0.3833 1.2374 -5.4537
C 0.9568 1.1250 -5.1237
C 1.3474 1.0581 -3.7933
C 2.1434 2.2603 -0.7057
C 2.9383 2.8638 -1.6801
C 3.9595 3.7326 -1.3184
C 4.2109 4.0152 0.0137
C 3.3942 3.4704 0.9926
C 2.3677 2.6134 0.6302
H -2.8084 5.0194 0.7272
H -5.1990 5.4051 0.1574
H -4.6085 4.4030 -3.7673
H -2.1864 3.9251 -3.3769
H -3.0090 -0.7673 2.1713
H -5.4363 -1.1759 1.9907
H -6.8254 0.2942 0.5672
H -5.7475 2.1031 -0.7516
H -3.3218 2.4628 -0.5903
H -3.7827 2.3966 2.5369
H -4.2809 4.3816 3.8724
H -2.5374 6.0864 4.2847
H -0.2638 5.7609 3.3571
H 0.2581 3.7571 2.0483
H -1.6919 1.2000 -2.3328
H -2.3876 1.3361 -4.6861
H -0.6867 1.2985 -6.4912
H 1.7122 1.0802 -5.8993
H 2.3997 0.9577 -3.5758
H 2.7568 2.6881 -2.7279
H 4.5684 4.1828 -2.0924
H 5.0246 4.6751 0.2862
H 3.5535 3.7032 2.0379
H 1.6914 2.2323 1.3851
S -4.2752 -1.3054 -2.4832
C -5.6353 -2.1967 -3.0307
C -5.2716 -3.3732 -3.6066
C -3.8691 -3.5594 -3.6176
C -3.1891 -2.5309 -3.0250
C -1.7483 -2.3489 -2.9226
C -1.1189 -1.8234 -1.7810
N 0.1870 -1.6172 -1.7119
C 0.9309 -1.8470 -2.8350
C 0.3904 -2.4232 -4.0006
C 1.2711 -2.6672 -5.1039
C 2.5661 -2.2958 -5.0667
C 3.1122 -1.6110 -3.9335
C 4.4058 -1.1094 -3.8856
C 4.8268 -0.3994 -2.7666
C 3.9113 -0.2501 -1.7132
N 2.6831 -0.7320 -1.7156
C 2.2682 -1.4114 -2.8212
C 6.1629 0.1599 -2.6480
C 7.2635 -0.0952 -3.4241
C 8.4123 0.6166 -3.0132
C 8.1770 1.4102 -1.9348
S 6.5553 1.3019 -1.3959
C -0.9668 -2.6870 -4.0193
H -6.6240 -1.7943 -2.8839
H -5.9779 -4.0844 -4.0085
H -3.3837 -4.4398 -4.0154
H -1.6878 -1.5917 -0.8858
H 0.8604 -3.1507 -5.9814
H 3.2180 -2.4882 -5.9099
H 5.0759 -1.2640 -4.7213
H 4.2204 0.2913 -0.8297
H 7.2649 -0.7906 -4.2507
H 9.3739 0.5392 -3.4981
H 8.8650 2.0516 -1.4095
H -1.4391 -3.1017 -4.9004
O 0.1076 -1.7100 1.2159
P 0.1021 -2.0807 2.6961
C -1.1033 -3.4063 3.0027
C -1.8242 -4.0164 1.9870
C -2.6123 -5.1232 2.2755
C -2.6724 -5.6201 3.5667
C -1.9469 -5.0129 4.5853
C -1.1588 -3.9129 4.3028
C 1.5670 -2.9736 3.3280
C 1.8594 -4.1646 2.6628
C 2.9743 -4.9068 3.0158
C 3.7664 -4.4998 4.0776
C 3.4034 -3.3879 4.8233
C 2.3084 -2.6246 4.4547
C -0.2686 -0.8144 3.9693
C 0.7004 0.0728 4.4429
C 0.4379 0.8922 5.5256
C -0.7910 0.8386 6.1682
C -1.7622 -0.0277 5.7008
C -1.5049 -0.8510 4.6143
H -1.7642 -3.6308 0.9757
H -3.1737 -5.6086 1.4879
H -3.2736 -6.4938 3.7815
H -1.9848 -5.4073 5.5921
H -0.5737 -3.4448 5.0846
H 1.2060 -4.5126 1.8746
H 3.2236 -5.7982 2.4554
H 4.6656 -5.0490 4.3244
H 3.9828 -3.1012 5.6909
H 2.0402 -1.7517 5.0322
H 1.6664 0.1400 3.9646
H 1.2086 1.5673 5.8747
H -0.9914 1.4841 7.0129
H -2.7272 -0.0775 6.1883
H -2.2813 -1.5223 4.2745